No. 1
A single C22H24N4O molecule at a distorted geometry, computed with wB97M-V/def2-TZVPD.

Results
Gap between HOMO and LUMO, Eh: 0.313
Multiplicity: 1
DFT total energy, hartree: -1147.00536
Energy relative to the best compared isomer or geometry (same formula, charge and spin), kcal/mol: 8.5

Cartesian coordinates (Å):
N  -1.31  -4.08  1.33
C  -0.88  -3.12  0.86
C  -0.38  -1.95  0.28
N  0.64  -1.95  -0.65
C  0.82  -0.72  -0.98
C  1.83  -0.18  -1.92
C  3.19  -0.20  -1.26
C  4.07  -1.20  -1.58
C  5.34  -1.27  -0.99
C  5.72  -0.34  -0.06
C  4.84  0.70  0.31
C  5.21  1.66  1.27
C  4.36  2.65  1.64
C  3.09  2.74  1.05
C  2.70  1.82  0.11
C  3.55  0.78  -0.29
O  -0.02  0.14  -0.32
C  -0.78  -0.64  0.48
N  -1.66  -0.05  1.33
C  -2.77  -0.80  1.87
C  -3.83  -1.08  0.80
N  -4.19  0.15  0.12
C  -4.58  -0.04  -1.26
C  -4.72  1.31  -1.96
C  -5.77  2.16  -1.24
C  -5.38  2.28  0.23
C  -5.21  0.90  0.84
H  1.85  -0.82  -2.80
H  1.54  0.83  -2.22
H  3.79  -1.94  -2.31
H  6.01  -2.07  -1.27
H  6.69  -0.39  0.40
H  6.20  1.58  1.72
H  4.65  3.38  2.38
H  2.41  3.53  1.35
H  1.71  1.91  -0.32
H  -1.92  0.88  1.03
H  -3.18  -0.21  2.69
H  -2.39  -1.74  2.28
H  -3.40  -1.77  0.07
H  -4.70  -1.58  1.26
H  -3.81  -0.63  -1.76
H  -5.54  -0.60  -1.34
H  -3.76  1.82  -1.93
H  -5.00  1.15  -3.00
H  -5.83  3.15  -1.71
H  -6.75  1.68  -1.33
H  -4.44  2.83  0.31
H  -6.15  2.84  0.78
H  -4.91  0.99  1.88
H  -6.18  0.36  0.81



No. 2
A molecular structure, C2H3OV at a distorted geometry, computed with wB97M-V/def2-TZVPD.

Results
Gap between HOMO and LUMO (alpha / beta), Eh: 0.257 / 0.307
Multiplicity: 5
<S²>: 6.01
DFT total energy, hartree: -1097.02441
Energy relative to the best compared isomer or geometry (same formula, charge and spin), kcal/mol: 20.5

Cartesian coordinates (Å):
H  -0.60  0.13  -1.26
O  1.04  -0.97  -0.27
C  -0.21  -0.62  -0.33
C  -0.78  0.45  0.35
H  -1.87  0.53  0.33
H  -0.29  0.84  1.25
V  2.72  -0.36  -0.07



No. 3
A single C17H25F3N4O3 molecule, computed with wB97M-V/def2-TZVPD.

Results
Gap between HOMO and LUMO, Eh: 0.345
Multiplicity: 1
DFT total energy, hartree: -1407.19959
Energy relative to the best compared isomer or geometry (same formula, charge and spin), kcal/mol: 2.5

Cartesian coordinates (Å):
C  -3.22  2.60  0.30
C  -4.18  1.66  -0.42
C  -3.57  1.00  -1.65
N  -2.46  0.13  -1.35
C  -1.18  0.52  -1.51
O  -0.86  1.66  -1.84
C  -0.05  -0.47  -1.18
C  -0.30  -1.95  -1.36
N  -1.50  -2.50  -1.37
N  -1.27  -3.81  -1.50
C  0.04  -4.11  -1.58
C  0.73  -2.92  -1.48
C  2.20  -2.69  -1.51
N  0.49  -0.24  0.17
C  -0.46  -0.58  1.22
C  0.21  -0.62  2.58
C  0.83  0.74  2.88
C  1.54  0.76  4.21
F  2.56  -0.13  4.26
F  2.05  1.97  4.49
F  0.70  0.44  5.22
C  1.77  1.13  1.75
C  1.05  1.09  0.40
C  2.07  1.54  -0.63
O  2.24  2.69  -0.93
O  2.83  0.54  -1.10
C  3.85  0.94  -2.02
H  -3.69  3.05  1.17
H  -2.33  2.06  0.64
H  -2.88  3.39  -0.37
H  -4.53  0.88  0.27
H  -5.07  2.21  -0.73
H  -4.33  0.41  -2.17
H  -3.21  1.77  -2.34
H  -2.62  -0.86  -1.22
H  0.74  -0.20  -1.88
H  -2.05  -4.44  -1.55
H  0.39  -5.12  -1.69
H  2.74  -3.63  -1.47
H  2.50  -2.18  -2.43
H  2.51  -2.06  -0.68
H  -1.30  0.14  1.26
H  -0.89  -1.55  1.00
H  -0.52  -0.89  3.35
H  0.99  -1.38  2.58
H  0.03  1.49  2.96
H  2.17  2.14  1.90
H  2.61  0.43  1.72
H  0.28  1.87  0.38
H  4.36  0.02  -2.31
H  3.40  1.42  -2.89
H  4.55  1.63  -1.55



No. 4
A molecular structure, N2O14S2Sr4 at a distorted geometry, computed with wB97M-V/def2-TZVPD.

Results
Gap between HOMO and LUMO (alpha / beta), Eh: 0.111 / 0.094
Multiplicity: 2
<S²>: 0.75
DFT total energy, hartree: -2081.58999
Total charge: +1

Cartesian coordinates (Å):
Sr  1.30  0.13  2.03
Sr  -2.83  2.45  4.10
Sr  1.58  6.28  3.38
Sr  1.74  3.29  6.04
N  4.26  4.70  1.64
O  3.86  5.50  0.93
O  4.02  4.95  2.77
O  4.94  3.80  1.28
N  2.84  1.54  -0.40
O  3.61  2.15  -1.23
O  1.90  1.14  -1.01
O  3.25  0.75  0.54
S  3.89  5.79  6.46
O  3.76  5.71  7.83
O  4.81  4.67  6.23
O  2.56  5.43  5.83
O  4.47  7.05  6.22
S  0.63  3.53  2.64
O  1.18  2.55  1.77
O  0.31  4.76  1.92
O  -0.60  2.92  3.28
O  1.55  4.04  3.65



No. 5
5 unconnected molecules or ions with the total composition C12H33FN6O9P2S at a distorted geometry, computed with wB97M-V/def2-TZVPD.

Results
Gap between HOMO and LUMO, Eh: 0.324
Multiplicity: 1
DFT total energy, hartree: -2663.57270
Energy relative to the best compared isomer or geometry (same formula, charge and spin), kcal/mol: 18.0

Cartesian coordinates (Å):
N  0.05  4.21  1.87
P  1.68  3.85  1.44
O  1.91  4.46  -0.05
N  1.68  2.11  1.10
P  0.98  1.46  -0.41
O  0.16  0.07  -0.13
O  -0.20  2.54  -0.68
S  2.22  1.13  2.25
O  3.61  1.08  2.24
O  1.60  -0.13  2.26
F  1.82  1.84  3.57
H  -0.48  4.52  1.05
H  -0.40  3.38  2.24
H  1.76  5.42  -0.03
H  -0.62  0.26  0.43
H  -0.70  2.20  -1.45
C  2.64  -2.93  2.37
N  3.84  -3.74  2.21
C  3.71  -5.18  2.11
C  5.06  -3.20  2.14
O  6.10  -3.83  2.01
H  2.13  -3.22  3.29
H  1.98  -3.08  1.52
H  2.91  -1.88  2.43
H  4.27  -5.66  2.91
H  4.12  -5.53  1.16
H  2.66  -5.47  2.17
H  5.06  -2.10  2.23
C  10.00  -2.72  0.40
N  9.11  -1.97  -0.47
C  7.68  -2.23  -0.41
C  9.57  -1.03  -1.32
O  8.88  -0.37  -2.06
H  9.91  -3.79  0.18
H  9.73  -2.55  1.44
H  11.03  -2.41  0.24
H  7.33  -2.54  -1.39
H  7.16  -1.32  -0.13
H  7.48  -3.00  0.32
H  10.67  -0.91  -1.28
C  -5.12  0.30  -3.17
N  -4.30  1.37  -2.66
C  -4.87  2.31  -1.70
C  -3.03  1.54  -3.05
O  -2.29  2.43  -2.65
H  -6.00  0.71  -3.67
H  -5.45  -0.33  -2.34
H  -4.56  -0.31  -3.87
H  -4.83  3.32  -2.10
H  -4.29  2.28  -0.78
H  -5.90  2.04  -1.49
H  -2.70  0.78  -3.77
C  -9.98  0.20  0.17
N  -9.45  1.28  -0.63
C  -10.04  2.61  -0.51
C  -8.43  1.11  -1.49
O  -7.95  1.98  -2.19
H  -11.03  0.04  -0.06
H  -9.88  0.44  1.23
H  -9.43  -0.72  -0.03
H  -10.43  2.92  -1.48
H  -9.28  3.32  -0.20
H  -10.85  2.59  0.21
H  -8.05  0.07  -1.51



Question: Look up the DFT total energy of the third one.
Answer: -1407.19959 hartree